# 1
Below is C62H84IN9O4Y as an isolated structure, with properties calculated with the ωB97M-V functional and the def2-TZVPD basis.

XYZ file:
```
161
C62H84IN9O4Y the ωB97M-V functional and the def2-TZVPD basis
Y 0.028 0.453 1.722
C -1.886 3.594 1.424
O -1.313 2.409 0.850
C -1.476 2.387 -0.554
C -0.501 2.951 -1.374
C 0.841 3.443 -0.869
C 1.928 2.454 -1.235
C 2.603 2.565 -2.440
C 3.545 1.627 -2.859
C 3.785 0.555 -2.012
C 3.128 0.405 -0.793
C 3.331 -0.855 0.026
C 2.354 -1.916 -0.439
C 2.545 -2.535 -1.665
C 1.609 -3.399 -2.225
C 0.435 -3.623 -1.518
C 0.197 -3.037 -0.279
C -1.143 -3.255 0.395
C -2.252 -2.460 -0.256
C -3.116 -3.061 -1.167
C -4.162 -2.367 -1.763
C -4.326 -1.034 -1.390
C -3.479 -0.399 -0.494
C -3.626 1.077 -0.211
C -2.638 1.834 -1.072
C -2.834 1.880 -2.448
C -1.906 2.451 -3.306
C -0.747 2.973 -2.739
C -2.087 2.486 -4.822
C -0.960 1.672 -5.474
C -3.426 1.888 -5.253
C -2.018 3.938 -5.312
C -2.410 -1.111 0.058
O -1.560 -0.520 0.914
C -5.098 -2.988 -2.798
C -4.793 -4.468 -3.033
C -4.928 -2.239 -4.128
C -6.553 -2.862 -2.330
C 1.182 -2.215 0.252
O 1.015 -1.704 1.559
C 1.312 -2.678 2.571
C 1.871 -4.005 -3.602
C 1.902 -2.868 -4.633
C 0.786 -5.003 -4.008
C 3.223 -4.730 -3.600
C 2.204 1.369 -0.399
O 1.569 1.259 0.789
C 4.246 1.798 -4.206
C 3.191 1.841 -5.320
C 5.039 3.112 -4.208
C 5.210 0.650 -4.503
H -2.759 3.888 0.843
H -1.157 4.406 1.423
H -2.191 3.369 2.443
H 0.805 3.599 0.208
H 1.068 4.402 -1.337
H 2.385 3.420 -3.071
H 4.510 -0.199 -2.291
H 3.182 -0.650 1.084
H 4.353 -1.212 -0.112
H 3.452 -2.304 -2.211
H -0.339 -4.256 -1.931
H -1.089 -2.982 1.447
H -1.399 -4.315 0.340
H -2.959 -4.108 -1.396
H -5.142 -0.457 -1.812
H -3.446 1.289 0.843
H -4.645 1.386 -0.453
H -3.733 1.427 -2.844
H 0.015 3.400 -3.382
H -0.982 0.635 -5.132
H 0.024 2.080 -5.235
H -1.071 1.678 -6.560
H -3.506 0.835 -4.977
H -3.518 1.952 -6.338
H -4.270 2.427 -4.817
H -1.053 4.395 -5.088
H -2.796 4.545 -4.844
H -2.161 3.975 -6.393
H -3.786 -4.615 -3.428
H -5.496 -4.873 -3.761
H -4.892 -5.051 -2.115
H -3.900 -2.314 -4.487
H -5.171 -1.181 -4.018
H -5.590 -2.659 -4.889
H -6.692 -3.334 -1.356
H -7.221 -3.349 -3.044
H -6.863 -1.819 -2.246
H 2.319 -3.064 2.416
H 0.596 -3.498 2.530
H 1.249 -2.171 3.530
H 0.956 -2.323 -4.640
H 2.075 -3.270 -5.634
H 2.698 -2.154 -4.414
H -0.187 -4.521 -4.122
H 0.688 -5.812 -3.281
H 1.045 -5.449 -4.969
H 4.050 -4.049 -3.398
H 3.402 -5.186 -4.575
H 3.243 -5.520 -2.847
H 2.509 2.683 -5.194
H 2.596 0.925 -5.327
H 3.673 1.945 -6.294
H 4.387 3.974 -4.063
H 5.557 3.240 -5.161
H 5.785 3.116 -3.410
H 4.692 -0.311 -4.538
H 6.007 0.587 -3.760
H 5.677 0.809 -5.475
C -5.174 -0.177 4.683
C -4.678 -0.889 5.938
C -4.176 0.103 6.981
C -3.627 -1.954 5.623
N -2.422 -1.386 5.008
C -2.184 -1.049 3.747
N -0.982 -0.513 3.686
N -0.489 -0.547 4.948
N -1.343 -1.065 5.742
H -6.027 0.458 4.923
H -5.492 -0.878 3.909
H -4.403 0.475 4.263
H -5.515 -1.451 6.364
H -3.312 0.663 6.614
H -3.881 -0.396 7.905
H -4.955 0.827 7.221
H -4.013 -2.706 4.935
H -3.285 -2.451 6.528
H -2.848 -1.198 2.911
C 3.568 -0.919 4.161
N 4.795 -0.763 4.932
C 5.677 0.162 4.216
N 5.046 1.466 4.008
C 3.816 1.262 3.249
N 2.864 0.360 3.931
C 2.579 0.937 5.263
N 3.786 1.137 6.060
C 4.448 -0.159 6.223
C 4.689 2.019 5.317
H 2.904 -1.590 4.708
H 3.811 -1.365 3.194
H 5.932 -0.268 3.245
H 6.595 0.295 4.791
H 4.062 0.848 2.271
H 3.339 2.229 3.101
H 1.900 0.269 5.793
H 2.084 1.901 5.129
H 3.782 -0.834 6.765
H 5.359 -0.024 6.807
H 5.599 2.171 5.900
H 4.201 2.986 5.173
I -1.681 3.868 6.921
C -0.458 3.701 5.255
C 0.457 4.688 4.922
C 1.228 4.508 3.785
C 1.066 3.357 3.034
N 0.196 2.395 3.364
C -0.556 2.577 4.452
H 0.564 5.575 5.531
H 1.951 5.252 3.479
H 1.640 3.181 2.135
H -1.261 1.796 4.700
```

- calculated total energy (Eh) = -3542.75928
- total charge = +1
- E_HOMO (hartree) = -0.36203
- molecular weight (g/mol) = 1235.2
- relative energy (zero: lowest compared OMol25 entry of this formula, charge and spin) (kJ/mol) = 0.0
- 2S+1 = 1
- gap between HOMO and LUMO (Eh) = 0.276


# 2
Below is C63H140Cl4N7Pt as an isolated structure, with properties calculated with the ωB97M-V functional and the def2-TZVPD basis.

XYZ file:
```
215
C63H140Cl4N7Pt the ωB97M-V functional and the def2-TZVPD basis
Pt 14.640 -22.334 2.104
C 10.601 -28.977 -5.435
C 11.372 -28.323 -4.360
C 11.084 -28.607 -2.870
N 11.994 -27.713 -1.907
C 12.068 -28.475 -0.561
C 12.452 -27.660 0.716
C 11.734 -26.315 0.816
C 11.819 -25.547 -0.539
C 11.304 -26.372 -1.678
C 13.449 -27.485 -2.463
H 10.646 -30.037 -5.184
H 11.175 -28.899 -6.358
H 9.639 -28.547 -5.713
H 11.086 -27.300 -4.604
H 12.405 -28.336 -4.709
H 11.282 -29.653 -2.636
H 10.062 -28.399 -2.554
H 11.008 -28.708 -0.469
H 12.583 -29.432 -0.637
H 12.031 -28.268 1.517
H 13.533 -27.691 0.853
H 10.678 -26.506 1.010
H 12.100 -25.600 1.553
H 11.333 -24.572 -0.564
H 12.876 -25.314 -0.666
H 10.292 -26.552 -1.316
H 11.442 -25.757 -2.568
H 14.088 -26.888 -1.812
H 13.392 -27.231 -3.521
H 13.882 -28.483 -2.518
C 11.470 -21.589 -2.316
C 10.360 -21.626 -3.359
C 10.292 -22.859 -4.299
N 8.987 -22.759 -5.217
C 7.717 -23.220 -4.495
C 7.680 -24.756 -4.201
C 7.880 -25.572 -5.496
C 9.120 -25.182 -6.166
C 9.122 -23.681 -6.429
C 8.768 -21.389 -5.834
H 12.376 -22.090 -2.657
H 11.240 -22.080 -1.370
H 11.901 -20.595 -2.194
H 10.330 -20.696 -3.927
H 9.402 -21.639 -2.839
H 10.394 -23.818 -3.791
H 11.086 -22.839 -5.045
H 7.398 -22.560 -3.688
H 7.008 -23.036 -5.302
H 8.490 -25.095 -3.556
H 6.763 -25.144 -3.756
H 8.011 -26.597 -5.149
H 6.940 -25.604 -6.047
H 9.888 -25.310 -5.403
H 9.158 -25.867 -7.013
H 10.098 -23.516 -6.886
H 8.350 -23.523 -7.183
H 8.415 -20.722 -5.048
H 8.037 -21.558 -6.625
H 9.655 -20.950 -6.290
C 8.304 -14.898 -3.927
C 9.547 -14.968 -2.998
C 10.072 -16.391 -2.862
N 10.902 -16.534 -1.487
C 11.587 -17.848 -1.610
C 12.356 -18.110 -0.354
C 13.515 -17.129 -0.192
C 12.989 -15.686 -0.248
C 11.972 -15.396 -1.309
C 9.912 -16.517 -0.252
H 7.834 -13.921 -3.816
H 7.533 -15.548 -3.512
H 8.383 -15.185 -4.976
H 9.131 -14.457 -2.130
H 10.284 -14.334 -3.491
H 10.702 -16.609 -3.724
H 9.289 -17.145 -2.787
H 12.141 -17.838 -2.548
H 10.887 -18.676 -1.718
H 12.717 -19.136 -0.425
H 11.745 -18.277 0.533
H 14.307 -17.224 -0.935
H 14.067 -17.144 0.748
H 13.821 -15.012 -0.452
H 12.539 -15.563 0.736
H 12.521 -15.438 -2.250
H 11.643 -14.357 -1.314
H 9.539 -15.498 -0.155
H 10.465 -16.694 0.670
H 9.134 -17.280 -0.209
C 15.034 -20.620 -5.855
C 15.157 -22.014 -5.172
C 16.396 -21.953 -4.259
N 16.813 -23.277 -3.568
C 18.087 -22.980 -2.737
C 18.575 -24.188 -1.932
C 17.439 -24.770 -1.027
C 16.186 -25.166 -1.891
C 15.666 -23.992 -2.743
C 17.356 -24.382 -4.550
H 16.018 -20.283 -6.182
H 14.638 -19.844 -5.200
H 14.394 -20.738 -6.729
H 15.166 -22.686 -6.030
H 14.180 -22.247 -4.748
H 16.341 -21.196 -3.478
H 17.345 -21.794 -4.771
H 17.776 -22.243 -1.997
H 18.844 -22.483 -3.345
H 19.308 -23.875 -1.189
H 18.984 -24.974 -2.569
H 17.074 -24.007 -0.339
H 17.759 -25.653 -0.474
H 15.345 -25.408 -1.242
H 16.327 -26.073 -2.480
H 15.403 -23.225 -2.015
H 14.778 -24.238 -3.326
H 18.142 -24.034 -5.219
H 16.638 -24.547 -5.353
H 17.599 -25.369 -4.157
C 22.599 -29.000 6.572
C 21.056 -28.985 6.576
C 20.373 -27.756 7.271
N 19.086 -27.459 6.618
C 19.395 -26.923 5.112
C 18.162 -26.271 4.502
C 17.467 -25.268 5.437
C 17.077 -25.875 6.718
C 18.374 -26.380 7.484
C 18.293 -28.735 6.336
H 22.957 -28.804 7.582
H 23.022 -28.172 6.002
H 23.016 -29.928 6.182
H 20.637 -29.953 6.852
H 20.810 -29.098 5.520
H 21.045 -26.900 7.214
H 20.001 -28.010 8.264
H 20.066 -26.072 5.230
H 19.904 -27.664 4.495
H 18.402 -25.829 3.535
H 17.439 -27.047 4.251
H 18.238 -24.507 5.557
H 16.573 -24.770 5.061
H 16.552 -25.131 7.318
H 16.324 -26.662 6.686
H 19.101 -25.584 7.645
H 18.153 -26.952 8.386
H 18.739 -29.203 5.459
H 17.291 -28.454 6.013
H 18.251 -29.336 7.245
C 19.672 -22.750 3.108
C 19.986 -21.205 2.953
C 18.713 -20.210 2.995
N 18.905 -18.764 2.386
C 20.176 -18.041 3.107
C 20.139 -16.549 3.135
C 18.702 -16.058 3.561
C 17.592 -16.498 2.670
C 17.542 -18.117 2.774
C 19.148 -18.725 0.898
H 20.605 -23.309 3.174
H 19.061 -23.088 2.271
H 19.019 -23.026 3.936
H 20.465 -20.984 1.999
H 20.724 -20.855 3.675
H 18.190 -20.184 3.951
H 17.892 -20.573 2.376
H 20.268 -18.497 4.093
H 21.136 -18.323 2.675
H 20.815 -16.198 3.914
H 20.429 -16.144 2.165
H 18.555 -16.564 4.516
H 18.875 -14.989 3.683
H 16.663 -16.070 3.047
H 17.768 -16.205 1.635
H 17.319 -18.364 3.812
H 16.799 -18.644 2.176
H 20.198 -19.017 0.864
H 19.024 -17.690 0.578
H 18.558 -19.389 0.267
C 11.638 -18.489 3.784
C 11.300 -18.982 5.187
C 10.763 -20.436 5.231
N 10.448 -20.941 6.676
C 9.609 -22.267 6.625
C 10.352 -23.527 6.178
C 11.654 -23.894 6.962
C 12.523 -22.589 6.864
C 11.794 -21.350 7.430
C 9.799 -19.897 7.587
H 11.719 -17.407 3.881
H 10.838 -18.651 3.062
H 12.611 -18.952 3.615
H 10.644 -18.270 5.688
H 12.178 -18.951 5.831
H 11.558 -21.023 4.771
H 9.785 -20.238 4.792
H 8.825 -21.967 5.930
H 9.066 -22.517 7.536
H 10.462 -23.373 5.105
H 9.673 -24.374 6.273
H 12.125 -24.623 6.304
H 11.310 -24.291 7.917
H 12.887 -22.514 5.839
H 13.376 -22.783 7.514
H 12.534 -20.555 7.526
H 11.450 -21.558 8.443
H 9.572 -20.593 8.394
H 8.948 -19.489 7.041
H 10.544 -19.113 7.723
Cl 12.158 -22.172 1.797
Cl 15.622 -24.649 2.116
Cl 15.435 -21.329 4.345
Cl 15.637 -20.818 0.355
```

- calculated total energy (Eh) = -4825.97289
- total charge = +5
- E_HOMO (spin up / spin down) (hartree) = -0.58134 / -0.56782
- expectation value of S² = 2.00
- molecular weight (g/mol) = 1332.8
- 2S+1 = 3
- gap between HOMO and LUMO (spin up / spin down) (Eh) = 0.266 / 0.252